*P*
16
Properties=species:S:1:pos:R:3 method="wB97M-V/def2-TZVPD" smiles="CC(=O)OCCN" homo_lumo_gap_ev=10.1 charge=0
H 1.606 -2.292 0.626
H 0.417 -2.899 -1.499
H 0.805 0.303 1.051
C 1.410 -1.497 -0.210
C 0.244 -0.436 0.334
C -0.840 1.653 -0.321
H -2.762 2.411 0.659
H -1.139 2.879 1.582
O -0.477 2.666 -1.138
N 1.039 -2.062 -1.563
H 2.397 -0.857 -0.317
O -0.436 0.284 -0.757
H 1.867 -2.218 -2.180
H -0.577 -1.001 0.953
C -1.711 1.997 1.026
H -1.846 1.067 1.752

---

*Q*
16
Properties=species:S:1:pos:R:3 method="wB97M-V/def2-TZVPD" homo_lumo_gap_ev=9.3 charge=0
H -0.569 1.455 1.095
H -0.815 2.124 -0.526
H -1.670 -3.293 0.536
H -2.480 -2.268 -0.687
O 0.267 -1.110 -0.644
H -1.011 -3.104 -1.129
H 2.981 0.768 -0.248
O -1.019 -0.792 1.160
C 2.219 1.514 -0.056
H 0.693 0.029 -0.424
N 1.004 1.205 -0.181
H 0.242 2.982 0.672
C -0.692 -1.429 0.163
C -1.523 -2.615 -0.301
H 2.474 2.516 0.283
C -0.101 2.018 0.287

---

*Q* ends up most stable, edging out the next structure by 2.619 eV.

---

*P*
16
Properties=species:S:1:pos:R:3 method="wB97M-V/def2-TZVPD" smiles=CO[C@@]1(O)CN1C homo_lumo_gap_ev=10.3 charge=0
H 2.141 0.301 1.901
H -2.298 -1.272 0.805
H 1.888 0.301 0.021
C -1.498 -1.497 0.096
H 1.842 1.838 0.956
C 0.524 -0.187 -1.138
H -1.439 2.144 -0.407
H 0.638 0.141 -2.163
C -0.334 0.613 -0.241
H -1.858 -2.285 -0.569
O 0.254 0.537 1.176
O -0.525 1.918 -0.625
C 1.603 0.775 1.081
N -1.234 -0.315 -0.688
H 0.928 -1.153 -0.864
H -0.630 -1.858 0.659

---

*Q*
16
Properties=species:S:1:pos:R:3 method="wB97M-V/def2-TZVPD" smiles="C[C@@H](O)CC(N)=O" homo_lumo_gap_ev=10.4 charge=0
H -2.120 -2.074 0.611
H 1.791 -0.589 -0.568
H 1.328 2.327 0.540
H -0.428 2.499 0.397
H -1.207 -3.315 0.001
H -1.422 0.155 0.140
C -0.411 -0.087 0.444
C -0.142 -1.567 0.396
H 0.657 2.872 -0.962
C 0.444 0.731 -0.557
H -0.352 0.300 1.469
C 0.475 2.187 -0.130
H -0.149 0.657 -1.477
O 0.987 -1.975 0.161
O 1.735 0.310 -0.951
N -1.185 -2.432 0.486

---

*Q* ends up most stable, edging out the next structure by 3.620 eV.

---

*P*
16
Properties=species:S:1:pos:R:3 method="wB97M-V/def2-TZVPD" homo_lumo_gap_ev=9.4 charge=0
H -0.534 1.081 0.741
C 0.120 -0.203 0.870
H -2.603 -0.630 -1.195
H -0.099 -1.046 1.560
C -1.985 -0.914 -0.339
H 2.164 -0.715 1.300
H 0.066 1.578 -0.831
H -1.880 -2.004 -0.332
O -0.862 1.245 -0.620
O 1.696 1.624 -0.767
C -0.629 -0.244 -0.434
H -2.506 -0.612 0.577
H -0.066 -0.574 -1.310
N 1.580 -0.120 0.726
H 3.318 0.743 0.073
C 2.220 0.792 -0.019

---

*Q*
16
Properties=species:S:1:pos:R:3 method="wB97M-V/def2-TZVPD" smiles="CCNC(=O)OC" homo_lumo_gap_ev=10.7 charge=0
C -1.793 -0.529 0.146
O 0.937 -0.935 0.984
H 3.180 -0.585 0.106
H -1.205 0.984 1.584
H 3.470 0.071 -1.543
C -1.967 0.835 0.812
H 2.827 1.128 -0.255
O 1.528 -0.231 -1.105
H -2.648 -0.757 -0.497
H -1.726 -1.321 0.897
C 0.645 -0.616 -0.149
H -0.644 -0.105 -1.571
C 2.832 0.110 -0.659
N -0.607 -0.597 -0.691
H -1.864 1.638 0.072
H -2.955 0.928 1.276

---

*Q* ends up most stable, edging out the next structure by 2.616 eV.